The ion C4H10NO3 with charge +1 in a non-equilibrium geometry, computed with wB97M-V/def2-TZVPD.

Atoms and positions in Å:
C: -0.25 1.05 2.32
C: 0.30 0.48 1.29
C: 0.27 -1.40 -0.74
C: -0.35 0.17 -0.10
N: 0.17 1.08 -1.13
O: -0.65 -1.65 -1.71
O: 1.61 -1.06 -1.03
O: -1.75 0.22 -0.12
H: 0.40 1.10 3.18
H: -1.31 1.25 2.46
H: 1.33 0.19 1.28
H: 0.23 -2.05 0.12
H: -0.19 2.10 -1.14
H: 0.25 0.57 -2.03
H: 1.19 1.21 -0.82
H: -1.42 -1.98 -1.41
H: 2.30 -1.70 -1.22
H: -2.15 0.42 0.79

Calculated values
Energy relative to the best compared isomer or geometry (same formula, charge and spin) (kJ/mol): 259.17
LUMO level (eV): -3.3
Frontier orbital gap (hartree): 0.3976
Total charge: +1

A cluster of 2 separate species, CH5N2S in total in a non-equilibrium geometry, computed with wB97M-V/def2-TZVPD.

Atoms and positions in Å:
C: -0.13 0.18 -0.36
N: 0.86 0.51 -1.17
N: -0.45 -0.99 0.09
S: -1.62 -1.22 1.25
H: -0.87 0.90 0.10
H: 0.99 1.55 -1.39
H: 1.63 -0.18 -1.32
H: 0.26 -1.68 -0.08
H: -0.67 0.93 2.88

Calculated values
Energy relative to the best compared isomer or geometry (same formula, charge and spin) (kJ/mol): 392.55
LUMO level (alpha / beta) (eV): -6.9 / -4.6
Frontier orbital gap (alpha / beta) (hartree): 0.2735 / 0.3669
Total charge: +1

A structure of composition C44H42FeN3O4 in a non-equilibrium geometry, computed with wB97M-V/def2-TZVPD.

Atoms and positions in Å:
O: 0.13 3.35 -0.62
C: -0.22 2.26 -0.38
Fe: -0.88 0.63 -0.30
C: -2.67 1.12 -0.69
O: -3.63 1.59 -1.15
C: -1.02 0.65 -2.08
O: -1.27 0.76 -3.21
C: -0.19 0.43 1.80
C: 1.17 0.31 1.23
C: 0.95 -0.04 -0.22
C: 0.19 -1.23 -0.43
C: -0.89 -1.46 0.42
C: -1.15 -0.52 1.44
H: -0.36 1.12 2.63
H: 1.74 1.24 1.35
H: 1.77 -0.46 1.75
H: 1.68 0.29 -0.96
H: 0.38 -1.88 -1.29
H: -1.59 -2.26 0.21
H: -2.08 -0.57 2.02
C: 6.00 -2.71 8.94
C: 5.48 -1.55 8.16
C: 4.63 -1.76 7.07
C: 4.20 -0.70 6.27
C: 3.45 -1.03 5.01
C: 4.48 0.61 6.69
N: 3.88 1.70 5.99
C: 2.54 1.97 5.88
C: 1.39 1.06 6.02
C: 1.24 0.22 7.20
C: 0.43 -1.01 7.07
C: 1.86 0.57 8.44
C: 2.25 1.90 8.74
C: 2.86 2.23 9.94
C: 3.15 1.23 10.88
C: 2.80 -0.10 10.60
C: 2.13 -0.42 9.43
O: 0.55 1.01 5.09
N: 2.45 3.11 5.17
C: 1.31 3.72 4.58
C: 0.16 4.00 5.35
C: 0.13 3.95 6.84
C: -1.01 4.35 4.67
C: -1.04 4.48 3.28
C: -2.32 4.83 2.60
C: 0.14 4.28 2.56
C: 1.34 3.92 3.18
C: 2.56 3.67 2.37
N: 3.71 3.63 4.92
C: 4.56 2.75 5.38
C: 6.00 2.82 5.22
C: 6.58 4.11 5.24
C: 7.96 4.26 5.25
C: 8.79 3.13 5.16
C: 8.22 1.85 5.04
C: 6.84 1.69 5.04
C: 5.32 0.85 7.79
C: 5.70 2.21 8.31
C: 5.82 -0.25 8.49
H: 6.70 -2.36 9.71
H: 5.19 -3.26 9.43
H: 6.53 -3.42 8.29
H: 4.33 -2.77 6.80
H: 3.62 -0.32 4.20
H: 3.80 -2.02 4.67
H: 2.36 -1.13 5.18
H: -0.06 -1.24 8.03
H: -0.34 -0.89 6.29
H: 1.06 -1.88 6.81
H: 2.01 2.69 8.02
H: 3.11 3.27 10.13
H: 3.65 1.49 11.81
H: 3.04 -0.89 11.32
H: 1.83 -1.46 9.23
H: -0.70 4.57 7.19
H: -0.07 2.93 7.21
H: 1.04 4.33 7.30
H: -1.93 4.51 5.23
H: -2.17 4.93 1.52
H: -3.09 4.06 2.77
H: -2.73 5.77 2.99
H: 0.13 4.42 1.48
H: 2.38 4.00 1.34
H: 3.43 4.20 2.77
H: 2.83 2.60 2.33
H: 5.90 4.97 5.27
H: 8.39 5.26 5.32
H: 9.87 3.24 5.15
H: 8.86 0.97 4.94
H: 6.40 0.70 4.90
H: 5.87 2.13 9.40
H: 6.65 2.56 7.87
H: 4.93 2.98 8.16
H: 6.49 -0.05 9.34

Calculated values
LUMO level (alpha / beta) (eV): 3.9 / 3.3
Multiplicity: 6
Frontier orbital gap (alpha / beta) (hartree): 0.1141 / 0.1932
Total charge: -2

A structure of composition C3H4CuO2 in a non-equilibrium geometry, computed with wB97M-V/def2-TZVPD.

Atoms and positions in Å:
C: 2.19 1.01 0.38
C: 1.87 2.41 0.44
H: 1.95 0.55 -0.59
H: 1.68 0.41 1.14
H: 1.99 3.05 -0.44
H: 1.72 2.91 1.40
C: 3.93 0.51 0.60
O: 4.20 -0.72 0.63
O: 4.81 1.40 0.72
Cu: 6.41 -0.27 0.89

Calculated values
Energy relative to the best compared isomer or geometry (same formula, charge and spin) (kJ/mol): 71.83
LUMO level (alpha / beta) (eV): -1.4 / -1.5
Multiplicity: 2
Frontier orbital gap (alpha / beta) (hartree): 0.2237 / 0.2928
Total charge: 0

A structure of composition C39H42BCl5GeMnN5O2SSe in a non-equilibrium geometry, computed with wB97M-V/def2-TZVPD.

Atoms and positions in Å:
Mn: -14.07 -16.41 7.89
Cl: -9.17 -17.21 13.29
C: -10.75 -17.22 12.55
C: -11.41 -16.04 12.20
C: -12.81 -16.03 12.14
Cl: -13.62 -14.77 11.27
C: -13.53 -17.13 12.65
Cl: -15.13 -17.00 13.23
C: -12.86 -18.37 12.66
Cl: -13.69 -19.82 13.14
C: -11.43 -18.44 12.45
Cl: -10.55 -19.96 12.29
C: -13.83 -12.79 7.00
Ge: -14.82 -14.43 6.52
C: -16.59 -13.58 6.55
C: -17.27 -13.32 5.36
C: -18.44 -12.52 5.26
C: -18.98 -12.00 6.44
C: -18.30 -12.17 7.68
C: -17.12 -12.97 7.68
C: -14.19 -14.34 4.61
C: -13.04 -13.65 4.35
C: -12.48 -13.56 3.02
C: -13.08 -14.21 1.98
C: -14.21 -15.04 2.21
C: -14.82 -15.72 1.14
C: -15.84 -16.63 1.35
C: -16.29 -16.89 2.71
C: -15.78 -16.12 3.71
C: -14.73 -15.14 3.53
H: -14.19 -12.00 6.31
H: -12.78 -13.02 6.86
H: -13.96 -12.46 8.04
H: -16.92 -13.72 4.43
H: -18.86 -12.26 4.25
H: -19.88 -11.40 6.51
H: -18.74 -11.71 8.59
H: -16.63 -13.05 8.65
H: -12.56 -13.03 5.13
H: -11.66 -12.83 2.87
H: -12.71 -14.12 0.94
H: -14.52 -15.46 0.09
H: -16.26 -17.19 0.53
H: -16.90 -17.76 2.85
H: -16.08 -16.24 4.77
Se: -11.27 -19.30 7.06
N: -12.38 -20.58 7.26
C: -13.57 -20.20 7.75
C: -14.67 -21.06 7.94
C: -15.87 -20.41 8.33
C: -15.90 -19.02 8.56
N: -14.80 -18.21 8.51
C: -13.65 -18.77 8.06
N: -12.56 -18.02 7.80
H: -14.57 -22.05 7.55
H: -16.79 -20.99 8.47
H: -16.87 -18.52 8.82
C: -11.33 -11.33 12.99
C: -10.28 -12.34 12.54
C: -9.36 -11.64 11.54
O: -10.96 -13.48 11.82
B: -10.82 -14.61 12.59
O: -10.11 -14.42 13.77
C: -9.58 -13.02 13.79
C: -9.92 -12.47 15.12
C: -8.05 -13.21 13.66
H: -11.97 -11.01 12.21
H: -10.90 -10.39 13.40
H: -12.00 -11.72 13.80
H: -10.02 -11.18 10.77
H: -8.65 -12.32 11.09
H: -8.77 -10.86 12.04
H: -11.02 -12.36 15.31
H: -9.57 -11.43 15.23
H: -9.41 -12.98 15.93
H: -7.79 -13.64 12.70
H: -7.70 -13.88 14.44
H: -7.49 -12.23 13.67
C: -6.05 -17.73 5.49
N: -7.04 -16.88 6.24
C: -6.84 -16.77 7.68
C: -8.12 -16.34 5.61
S: -9.57 -15.99 6.42
N: -7.90 -16.02 4.23
C: -6.73 -15.21 3.92
C: -9.08 -16.03 3.38
H: -6.21 -18.74 5.88
H: -5.04 -17.37 5.66
H: -6.27 -17.68 4.43
H: -7.76 -16.42 8.17
H: -6.00 -16.05 7.90
H: -6.54 -17.75 8.12
H: -6.30 -14.67 4.79
H: -7.06 -14.45 3.17
H: -5.96 -15.79 3.41
H: -9.90 -16.60 3.90
H: -8.93 -16.48 2.38
H: -9.52 -15.02 3.25

Calculated values
Energy relative to the best compared isomer or geometry (same formula, charge and spin) (kJ/mol): 165.29
LUMO level (alpha / beta) (eV): -5.4 / -5.5
Multiplicity: 6
Frontier orbital gap (alpha / beta) (hartree): 0.1634 / 0.1619
Total charge: +1

The molecule C20H18N4O2, computed with wB97M-V/def2-TZVPD.

Atoms and positions in Å:
N: 3.28 7.64 -0.49
C: 2.97 6.30 -0.53
C: 3.63 5.39 0.30
C: 3.26 4.06 0.30
C: 2.22 3.60 -0.51
C: 1.57 4.51 -1.34
C: 1.94 5.84 -1.36
H: 1.45 6.53 -2.02
H: 0.80 4.18 -2.03
C: 1.90 2.15 -0.46
O: 2.73 1.32 -0.16
N: 0.59 1.86 -0.75
C: -0.03 0.62 -0.83
C: -1.40 0.60 -1.12
C: -2.06 -0.61 -1.23
C: -1.39 -1.81 -1.06
C: -0.03 -1.79 -0.74
C: 0.64 -0.58 -0.64
H: 1.70 -0.56 -0.42
N: 0.71 -2.96 -0.57
C: 0.32 -4.21 -0.16
O: 1.05 -5.16 -0.34
C: -0.98 -4.33 0.54
C: -1.78 -5.44 0.31
C: -2.97 -5.62 1.00
C: -3.37 -4.69 1.96
C: -2.55 -3.59 2.21
C: -1.37 -3.41 1.52
H: -0.74 -2.56 1.74
H: -2.84 -2.87 2.97
N: -4.58 -4.82 2.60
H: -5.00 -5.73 2.59
H: -4.70 -4.30 3.45
H: -3.59 -6.48 0.80
H: -1.46 -6.17 -0.42
H: 1.68 -2.91 -0.83
H: -1.91 -2.74 -1.18
H: -3.11 -0.62 -1.47
H: -1.94 1.52 -1.26
H: -0.02 2.65 -0.90
H: 3.78 3.35 0.93
H: 4.43 5.73 0.94
H: 2.98 8.21 -1.26
H: 4.17 7.89 -0.08

Calculated values
Energy relative to the best compared isomer or geometry (same formula, charge and spin) (kJ/mol): 26.21
LUMO level (eV): 0.7
Frontier orbital gap (hartree): 0.3177
Total charge: 0

A cluster of 2 separate species, C4H12NO2S in total in a non-equilibrium geometry, computed with wB97M-V/def2-TZVPD.

Atoms and positions in Å:
C: 2.12 0.29 -0.95
C: 0.78 -0.34 -0.61
C: -0.36 0.17 -1.54
S: -0.76 -1.03 -2.89
N: 0.44 0.00 0.77
C: -0.25 -1.04 1.67
O: -1.56 -0.64 1.88
H: 3.01 -0.24 -0.57
H: 2.35 0.55 -1.99
H: 2.14 1.17 -0.31
H: 0.84 -1.46 -0.85
H: -1.25 0.29 -0.96
H: -0.06 1.04 -2.11
H: -1.99 -1.24 -2.50
H: -0.07 0.85 1.00
H: -0.32 -1.90 1.04
H: 0.30 -1.07 2.64
H: -2.07 2.07 1.60
H: -1.61 0.75 2.24
O: -1.66 1.80 2.44

Calculated values
Energy relative to the best compared isomer or geometry (same formula, charge and spin) (kJ/mol): 147.12
LUMO level (eV): 3.0
Frontier orbital gap (hartree): 0.2415
Total charge: -1

A structure of composition C32H33N2O6P4PtSe2 in a non-equilibrium geometry, computed with wB97M-V/def2-TZVPD.

Atoms and positions in Å:
Pt: -0.09 -1.04 1.27
N: -4.14 -3.27 2.15
C: -2.82 -2.74 1.67
C: -3.03 -1.54 0.76
P: -1.99 -2.30 3.31
O: -1.13 -3.59 3.74
O: -3.21 -2.25 4.19
O: -1.06 -1.11 3.23
P: -1.88 -4.08 0.76
O: -2.49 -5.37 1.61
O: -2.37 -4.17 -0.62
O: -0.43 -3.94 1.11
H: -4.11 -2.88 3.20
H: -4.12 -4.29 2.13
H: -4.91 -2.92 1.59
H: -3.53 -0.71 1.27
H: -3.59 -1.84 -0.13
H: -2.05 -1.16 0.42
H: -0.38 -3.64 3.12
H: -1.86 -5.65 2.28
Se: -1.39 1.66 1.77
P: 0.65 1.86 2.47
Se: 2.12 0.26 2.33
C: 0.54 2.32 4.23
C: 0.40 3.62 4.71
C: 0.32 3.85 6.08
C: 0.33 2.80 6.97
C: 0.39 1.49 6.49
C: 0.50 1.26 5.13
C: 1.34 3.24 1.46
C: 1.26 3.00 0.09
C: 1.63 3.97 -0.82
C: 2.09 5.20 -0.37
C: 2.23 5.42 0.99
C: 1.87 4.44 1.91
H: 0.31 4.45 4.02
H: 0.26 4.87 6.44
H: 0.28 2.99 8.04
H: 0.35 0.66 7.18
H: 0.54 0.24 4.76
H: 0.91 2.03 -0.25
H: 1.56 3.76 -1.88
H: 2.35 5.97 -1.08
H: 2.63 6.36 1.35
H: 2.03 4.62 2.96
N: 0.78 -0.99 -0.49
P: 0.66 -0.76 -2.00
C: -0.92 -0.17 -2.70
C: -1.61 0.80 -1.97
C: -2.85 1.26 -2.40
C: -3.41 0.75 -3.56
C: -2.74 -0.23 -4.28
C: -1.50 -0.69 -3.85
C: 1.04 -2.27 -2.96
C: 0.76 -3.48 -2.33
C: 1.01 -4.68 -2.98
C: 1.55 -4.67 -4.26
C: 1.83 -3.47 -4.89
C: 1.58 -2.27 -4.24
C: 1.90 0.45 -2.62
C: 3.04 0.60 -1.82
C: 4.04 1.48 -2.20
C: 3.91 2.22 -3.37
C: 2.78 2.07 -4.16
C: 1.77 1.19 -3.78
H: -1.19 1.17 -1.04
H: -3.37 2.01 -1.82
H: -4.38 1.10 -3.90
H: -3.19 -0.64 -5.18
H: -0.99 -1.47 -4.41
H: 0.35 -3.47 -1.32
H: 0.79 -5.61 -2.49
H: 1.75 -5.60 -4.77
H: 2.25 -3.46 -5.89
H: 1.81 -1.33 -4.73
H: 3.09 0.05 -0.89
H: 4.92 1.60 -1.57
H: 4.69 2.91 -3.67
H: 2.68 2.65 -5.07
H: 0.88 1.10 -4.39

Calculated values
LUMO level (alpha / beta) (eV): 2.5 / 1.7
Multiplicity: 3
Frontier orbital gap (alpha / beta) (hartree): 0.2512 / 0.2362
Total charge: -1

The molecule C3H5N3O in a non-equilibrium geometry, computed with wB97M-V/def2-TZVPD.

Atoms and positions in Å:
C: 1.05 0.42 -0.04
C: -0.42 0.05 -0.06
C: -1.52 0.86 -0.03
H: 1.48 -1.50 -0.31
H: 2.49 -0.79 0.78
H: 1.20 1.03 -0.86
H: 1.18 0.95 0.87
H: -1.65 1.98 -0.08
N: 2.05 -0.70 -0.16
N: -2.63 0.10 -0.06
N: -0.95 -1.25 -0.02
O: -2.27 -1.16 -0.03

Calculated values
Energy relative to the best compared isomer or geometry (same formula, charge and spin) (kJ/mol): 384.09
LUMO level (eV): 0.7
Frontier orbital gap (hartree): 0.3994
Total charge: 0

A structure of composition C26H22Co2NO7 in a non-equilibrium geometry, computed with wB97M-V/def2-TZVPD.

Atoms and positions in Å:
O: 1.39 0.00 -0.83
C: 0.74 0.33 -2.04
C: 1.91 0.41 -3.04
C: 3.03 -0.38 -2.83
C: 4.08 -0.36 -3.76
C: 4.00 0.46 -4.89
C: 2.88 1.27 -5.10
C: 1.83 1.25 -4.17
C: -0.26 -0.77 -2.42
C: -0.92 -1.50 -1.44
C: -1.84 -2.51 -1.79
C: -2.07 -2.79 -3.15
C: -1.39 -2.08 -4.14
C: -0.48 -1.08 -3.77
C: -0.03 1.63 -1.88
C: 0.88 2.85 -1.57
C: 0.06 3.72 -0.61
C: -1.03 2.80 -0.03
N: -0.91 1.55 -0.76
H: 0.77 0.16 -0.10
H: 3.07 -1.03 -1.96
H: 4.94 -1.00 -3.58
H: 4.82 0.49 -5.60
H: 2.79 1.91 -5.98
H: 0.93 1.84 -4.33
H: -0.71 -1.32 -0.38
H: -2.35 -3.05 -1.00
H: -2.78 -3.56 -3.44
H: -1.55 -2.28 -5.21
H: 0.08 -0.54 -4.53
H: -0.61 1.81 -2.80
H: 1.79 2.50 -1.06
H: 1.16 3.35 -2.51
H: 0.69 4.17 0.17
H: -0.45 4.51 -1.18
H: -0.84 2.60 1.04
H: -2.04 3.25 -0.10
H: -1.79 1.08 -0.93
O: 2.98 -0.35 4.19
C: 2.00 -0.88 4.52
Co: 0.45 -1.57 4.95
C: 0.22 -3.02 3.99
O: -0.01 -3.93 3.33
C: 0.54 -2.17 6.59
O: 0.52 -2.53 7.69
C: -0.92 -0.17 5.16
C: -0.98 -0.15 3.74
C: -0.43 0.45 2.69
Co: -2.54 -0.88 4.78
C: -3.16 -2.10 3.68
O: -3.47 -2.88 2.89
C: -3.65 0.49 4.71
O: -4.26 1.46 4.59
C: -2.86 -1.65 6.38
O: -2.96 -2.16 7.41
H: -0.72 0.68 5.83
H: -0.92 0.46 1.73
H: 0.36 1.20 2.90

Calculated values
Energy relative to the best compared isomer or geometry (same formula, charge and spin) (kJ/mol): 0.00
LUMO level (eV): 2.3
Frontier orbital gap (hartree): 0.2162
Total charge: -1

The molecule CH3P3 in a non-equilibrium geometry, computed with wB97M-V/def2-TZVPD.

Atoms and positions in Å:
C: 0.14 -0.42 0.52
P: 1.65 0.52 0.41
P: 2.34 -0.68 -1.07
P: -1.46 0.28 0.20
H: 0.00 -1.33 1.02
H: -1.61 -0.02 -1.30
H: -1.06 1.65 0.22

Calculated values
Energy relative to the best compared isomer or geometry (same formula, charge and spin) (kJ/mol): 12.74
LUMO level (alpha / beta) (eV): -1.0 / -1.9
Multiplicity: 3
Frontier orbital gap (alpha / beta) (hartree): 0.2458 / 0.2617
Total charge: 0

The molecule C4H12N2 in a non-equilibrium geometry, computed with wB97M-V/def2-TZVPD.

Atoms and positions in Å:
C: -1.55 0.51 -0.22
C: -0.49 -0.11 0.82
C: -0.36 0.65 2.10
N: 0.78 -0.56 0.12
C: 0.99 -1.14 -1.17
N: 1.63 -0.14 -2.08
H: -2.29 -0.29 -0.69
H: -2.15 1.37 0.01
H: -0.81 0.86 -0.98
H: -1.02 -1.06 0.97
H: -1.33 1.07 2.48
H: 0.16 0.08 2.86
H: -0.03 1.68 1.86
H: 1.81 -0.65 0.56
H: 1.68 -1.96 -1.22
H: 0.01 -1.29 -1.59
H: 2.15 0.53 -1.42
H: 0.83 0.43 -2.42

Calculated values
Energy relative to the best compared isomer or geometry (same formula, charge and spin) (kJ/mol): 248.23
LUMO level (eV): 1.1
Frontier orbital gap (hartree): 0.3346
Total charge: 0

Repeat the tenth record exactly.
A structure of composition C26H22Co2NO7 in a non-equilibrium geometry, computed with wB97M-V/def2-TZVPD.

Atoms and positions in Å:
O: 1.39 0.00 -0.83
C: 0.74 0.33 -2.04
C: 1.91 0.41 -3.04
C: 3.03 -0.38 -2.83
C: 4.08 -0.36 -3.76
C: 4.00 0.46 -4.89
C: 2.88 1.27 -5.10
C: 1.83 1.25 -4.17
C: -0.26 -0.77 -2.42
C: -0.92 -1.50 -1.44
C: -1.84 -2.51 -1.79
C: -2.07 -2.79 -3.15
C: -1.39 -2.08 -4.14
C: -0.48 -1.08 -3.77
C: -0.03 1.63 -1.88
C: 0.88 2.85 -1.57
C: 0.06 3.72 -0.61
C: -1.03 2.80 -0.03
N: -0.91 1.55 -0.76
H: 0.77 0.16 -0.10
H: 3.07 -1.03 -1.96
H: 4.94 -1.00 -3.58
H: 4.82 0.49 -5.60
H: 2.79 1.91 -5.98
H: 0.93 1.84 -4.33
H: -0.71 -1.32 -0.38
H: -2.35 -3.05 -1.00
H: -2.78 -3.56 -3.44
H: -1.55 -2.28 -5.21
H: 0.08 -0.54 -4.53
H: -0.61 1.81 -2.80
H: 1.79 2.50 -1.06
H: 1.16 3.35 -2.51
H: 0.69 4.17 0.17
H: -0.45 4.51 -1.18
H: -0.84 2.60 1.04
H: -2.04 3.25 -0.10
H: -1.79 1.08 -0.93
O: 2.98 -0.35 4.19
C: 2.00 -0.88 4.52
Co: 0.45 -1.57 4.95
C: 0.22 -3.02 3.99
O: -0.01 -3.93 3.33
C: 0.54 -2.17 6.59
O: 0.52 -2.53 7.69
C: -0.92 -0.17 5.16
C: -0.98 -0.15 3.74
C: -0.43 0.45 2.69
Co: -2.54 -0.88 4.78
C: -3.16 -2.10 3.68
O: -3.47 -2.88 2.89
C: -3.65 0.49 4.71
O: -4.26 1.46 4.59
C: -2.86 -1.65 6.38
O: -2.96 -2.16 7.41
H: -0.72 0.68 5.83
H: -0.92 0.46 1.73
H: 0.36 1.20 2.90

Calculated values
Energy relative to the best compared isomer or geometry (same formula, charge and spin) (kJ/mol): 0.00
LUMO level (eV): 2.3
Frontier orbital gap (hartree): 0.2162
Total charge: -1